Computed, not measured: an isolated molecule of C5H7N3O2 in a non-equilibrium geometry, with wB97M-V/def2-TZVPD.

The geometry in XYZ format:
```
17
Properties=species:S:1:pos:R:3:forces:R:3
N -3.52801 -0.25031 0.72413 -0.21 0.12 0.10
C -2.72202 -0.67496 -0.41234 0.04 -0.16 -0.39
C -1.35107 -0.08933 -0.35105 0.39 0.03 0.01
N -0.20492 -0.67118 -0.48202 -0.18 -0.18 0.19
C 0.73405 0.33944 -0.33780 -0.78 0.28 -0.53
C 0.08101 1.50859 -0.11035 0.89 -0.23 -0.28
O -1.24220 1.24044 -0.13959 -0.75 0.08 0.25
C 2.19467 0.09158 -0.38498 0.81 2.22 -1.86
N 2.66380 -0.70496 0.58810 1.02 -1.05 1.73
H -3.72543 0.74549 0.67758 0.09 -0.14 -0.01
H -4.42502 -0.72534 0.70927 0.14 0.04 0.01
H -2.59981 -1.76397 -0.38754 0.00 0.27 0.00
H -3.16369 -0.41692 -1.39244 0.10 -0.06 0.18
H 0.39216 2.52786 0.09002 -0.12 -0.34 -0.14
O 2.94088 0.72332 -1.13485 -1.14 -0.38 1.09
H 2.38541 -1.67585 0.63393 -0.13 0.42 0.51
H 3.41607 -0.31837 1.16687 -0.17 -0.91 -0.85
```
Positions in Å, forces in eV/Å.

* frontier orbital gap: 9.92 eV
* net charge: 0
* spin multiplicity: 1
* LUMO: 0.8 eV


Computed, not measured: a structure of composition C34H30FN5O2RuS2, with wB97M-V/def2-TZVPD.

The geometry in XYZ format:
```
75
Properties=species:S:1:pos:R:3:forces:R:3
Ru 0.03167 0.66628 0.54140 -0.47 -0.05 0.15
O -0.86613 -0.66598 3.25371 -0.33 -0.04 0.47
C -1.43120 0.59658 3.52888 -0.26 0.14 0.27
C -2.49208 0.88288 2.49473 0.40 0.02 0.46
C -3.78652 1.21529 2.86659 -0.16 -0.13 -0.07
C -4.74874 1.42453 1.89411 0.13 -0.04 -0.02
C -4.37129 1.29654 0.56491 0.00 0.04 0.05
C -3.05285 1.00531 0.27642 -0.07 0.13 0.03
N -2.11532 0.81534 1.21632 0.56 -0.09 -0.70
H 0.07467 -0.64012 3.45111 0.02 0.21 -0.16
H -0.68725 1.39940 3.49533 -0.10 -0.23 0.03
H -1.88944 0.60802 4.52126 -0.09 -0.03 0.01
H -4.03149 1.26888 3.91830 0.00 0.00 0.00
H -5.76862 1.66244 2.16562 0.01 0.01 -0.01
H -5.07564 1.42912 -0.24427 -0.01 0.00 0.02
H -2.73693 0.93989 -0.75320 0.09 -0.08 -0.03
S -0.18599 5.71802 -5.07068 0.00 -0.01 0.01
N -0.09524 5.96317 -3.48112 0.00 0.04 0.01
C -0.15850 4.77414 -2.90613 0.00 -0.01 -0.03
C -0.11187 4.51725 -1.48081 0.00 0.07 -0.04
C -0.00702 5.51556 -0.51026 0.00 0.05 -0.09
C 0.03961 5.15436 0.81557 -0.01 0.03 0.06
C -0.01342 3.80325 1.14636 0.02 -0.11 0.05
N -0.11935 2.85375 0.22945 0.07 -0.08 0.13
C -0.17153 3.18784 -1.06690 -0.02 0.11 0.01
C -0.31047 2.08851 -2.01880 -0.03 -0.06 -0.07
N -0.40671 0.83665 -1.51303 -0.05 0.01 0.03
C -0.57900 -0.17789 -2.35926 -0.06 -0.07 0.17
C -0.63965 -0.00882 -3.73597 -0.02 -0.07 -0.07
C -0.52838 1.25369 -4.26421 0.00 0.09 -0.07
C -0.37071 2.32965 -3.39116 0.00 0.03 -0.02
C -0.27972 3.70858 -3.83385 0.01 0.02 0.01
N -0.30688 4.11202 -5.09284 -0.01 -0.01 -0.04
H 0.03842 6.55250 -0.81701 0.00 -0.01 -0.01
H 0.12222 5.89651 1.59705 0.00 -0.02 -0.01
H 0.05256 3.46207 2.17251 0.00 0.00 -0.01
H -0.68384 -1.15540 -1.90793 0.04 0.01 0.01
H -0.77615 -0.87578 -4.36671 0.00 0.01 0.01
H -0.57182 1.43346 -5.33060 0.00 0.01 0.02
C -1.98995 -6.18396 0.24728 -0.01 -0.01 0.01
C -2.66369 -5.38050 1.15562 0.00 0.02 0.01
C -2.32194 -4.04332 1.28226 0.00 -0.02 0.03
C -1.28812 -3.48562 0.52571 0.01 -0.01 0.01
C -0.62829 -4.30498 -0.39548 -0.01 -0.01 -0.03
C -0.97926 -5.63837 -0.53294 0.02 0.02 -0.01
C -1.01010 -2.04831 0.70585 -0.04 -0.04 -0.23
C 0.11640 -1.34227 0.45834 -0.06 -0.01 -0.05
C 1.39045 -2.05422 0.16894 0.05 -0.01 0.12
C 1.86144 -2.96074 1.12446 0.03 -0.01 -0.02
C 3.05627 -3.64091 0.94656 -0.05 -0.01 0.05
C 3.81244 -3.43406 -0.19983 0.01 -0.02 -0.03
C 3.35975 -2.53694 -1.15759 -0.02 -0.01 -0.06
C 2.16848 -1.84723 -0.96893 -0.02 -0.02 -0.12
H -2.25585 -7.22761 0.14054 0.00 0.01 0.00
H -3.45963 -5.79404 1.76141 0.01 0.00 0.00
H -2.85378 -3.41389 1.98736 0.01 -0.01 -0.01
H 0.16059 -3.89944 -1.01532 -0.01 -0.01 0.01
H -0.46007 -6.25690 -1.25405 0.00 0.01 0.00
H -1.86263 -1.50724 1.09421 -0.01 -0.03 -0.05
H 1.27125 -3.12892 2.01785 -0.01 -0.02 0.00
H 3.39585 -4.33788 1.70253 -0.01 0.00 -0.01
H 4.74144 -3.96972 -0.34689 -0.01 0.01 0.00
H 3.93700 -2.37209 -2.05998 -0.01 0.00 0.01
H 1.85504 -1.13087 -1.71798 -0.02 -0.03 0.02
F 0.87483 0.98782 2.29418 0.25 0.09 -0.19
C 4.46696 1.43190 -0.27766 0.00 0.02 -0.02
S 3.10612 1.23785 0.85991 0.12 0.17 -0.01
C 3.67757 -0.25833 1.64811 -0.02 0.09 0.05
O 1.99302 0.84623 -0.12466 0.13 -0.06 -0.13
H 5.36917 1.66055 0.28956 -0.03 -0.01 -0.01
H 4.22426 2.26454 -0.93450 0.01 -0.01 0.00
H 4.58301 0.51170 -0.84832 0.01 0.01 -0.02
H 4.61740 -0.01134 2.14464 -0.05 0.00 0.04
H 3.82312 -1.03474 0.89955 0.02 0.03 0.04
H 2.92207 -0.54362 2.37436 0.04 -0.01 0.01
```
Positions in Å, forces in eV/Å.

* frontier orbital gap (spin up / spin down): 6.55 / 6.72 eV
* net charge: +1
* spin multiplicity: 2
* LUMO (spin up / spin down): -3.3 / -3.3 eV


For reference, energy above the lowest of the compared OMol25 structures with the same formula, charge and spin by record: 100.7, 0.0 kJ/mol.
For reference, molar mass by record: 141.1, 724.8 g/mol.